(1)
{
  "formula": "C28H53ClF6HfOP2Si2",
  "method": "ωB97M-V/def2-TZVPD",
  "largest_force_ha_per_bohr": 0.1030,
  "homo_ev": -6.5,
  "mol_weight_g_mol": 851.8,
  "elements": ["C", "H", "H", "H", "H", "C", "C", "C", "C", "H", "H", "H", "C", "C", "H", "C", "H", "Hf", "C", "H", "H", "H", "C", "H", "C", "C", "H", "H", "F", "P", "H", "H", "H", "H", "C", "C", "F", "H", "H", "C", "H", "P", "H", "C", "C", "H", "H", "H", "H", "H", "F", "F", "H", "H", "H", "H", "C", "H", "H", "C", "H", "H", "H", "H", "O", "H", "C", "C", "F", "C", "H", "Si", "H", "H", "H", "C", "H", "C", "F", "H", "H", "H", "Si", "H", "Cl", "H", "C", "C", "H", "H", "C", "H", "H", "C"],
  "positions_angstrom": [[-2.238, -0.716, -0.291], [2.735, -1.558, -2.358], [-3.167, -4.868, 1.841], [-2.884, -1.337, -0.911], [-1.600, 3.886, 3.911], [2.170, 4.562, -0.611], [-3.224, 3.878, 1.393], [3.005, 1.201, 2.355], [1.541, -0.061, 3.887], [-1.899, 5.695, -2.229], [-0.295, 2.701, 3.752], [-2.188, 3.380, -1.106], [1.671, -3.397, -1.579], [1.669, 3.411, -1.483], [-1.917, -5.606, -2.380], [-1.107, 5.222, -1.637], [1.391, -3.716, -2.604], [0.388, -0.150, -0.572], [2.857, -2.418, -1.678], [-0.598, -0.030, 2.542], [-0.150, -5.391, -2.236], [-1.590, -3.980, 3.822], [-2.265, 0.718, -0.244], [-3.439, -4.158, 0.243], [-1.345, 3.720, -1.718], [-1.348, 2.893, 3.503], [-2.245, -2.357, -3.397], [-2.207, -4.117, -3.691], [3.983, 1.286, 3.290], [0.040, 2.615, -0.942], [-0.775, 3.313, -3.782], [3.179, -2.037, -0.699], [-1.999, -2.262, 3.985], [-2.186, 4.361, -3.585], [-1.121, -5.152, -1.778], [-0.157, -3.517, 0.634], [3.597, 1.252, 1.126], [3.034, -4.982, -1.244], [3.158, 2.056, -0.638], [-3.231, -3.913, 1.293], [-4.106, -3.380, 1.690], [0.044, -2.650, -0.977], [1.380, 3.748, -2.494], [-1.484, -1.193, 0.883], [-1.517, 1.144, 0.914], [-0.257, 4.561, 0.517], [0.667, -0.273, -3.728], [0.734, -3.324, 1.244], [-0.737, -3.149, -3.832], [-0.270, -4.589, 0.413], [4.001, -1.376, 3.263], [2.237, 2.339, 2.445], [2.706, 1.602, -2.282], [0.741, 3.287, 1.320], [3.713, -2.976, -2.090], [0.963, -0.974, 4.124], [-1.645, -3.266, -3.244], [-0.140, 5.452, -2.100], [2.505, 4.197, 0.374], [-1.356, -3.645, -1.801], [-1.185, -5.611, -0.792], [1.431, 0.742, -2.739], [1.143, -0.978, -2.286], [3.029, 5.008, -1.134], [1.378, -0.057, 1.302], [2.428, -0.066, 4.556], [2.174, -4.550, -0.716], [-1.034, -0.029, 1.558], [3.630, -1.279, 1.100], [-1.358, -2.973, 3.439], [-2.346, 2.610, -3.359], [-1.672, 2.877, 1.685], [-3.417, 4.187, 0.356], [-2.870, 1.342, -0.891], [0.962, 0.847, 4.144], [-0.148, 3.476, 0.701], [-3.172, 4.798, 1.998], [2.116, -0.046, 2.473], [2.270, -2.422, 2.373], [1.421, 5.341, -0.463], [-2.206, -3.352, -1.171], [-1.175, 5.650, -0.643], [-1.682, -2.920, 1.621], [3.718, 3.020, -1.983], [-3.259, 0.630, -3.924], [1.421, -5.325, -0.582], [0.652, -0.057, -2.736], [3.029, -1.273, 2.327], [-1.973, 2.157, 4.036], [2.502, -4.191, 0.274], [2.851, 2.451, -1.608], [-4.104, 3.321, 1.743], [-0.309, -2.764, 3.693], [-1.666, 3.475, -3.176]],
  "lowdin_charge": [-0.161, 0.056, 0.044, 0.103, 0.041, -0.124, -0.158, -0.487, 0.033, 0.082, 0.017, 0.056, -0.509, -0.528, 0.086, -0.117, 0.111, 1.443, -0.130, 0.090, 0.083, 0.042, -0.151, 0.029, -0.500, -0.169, 0.053, 0.085, 0.155, 1.028, 0.072, 0.061, 0.048, 0.076, -0.108, -0.386, 0.108, 0.089, 0.054, -0.156, 0.044, 0.978, 0.103, -0.399, -0.370, 0.025, -0.013, 0.032, 0.073, 0.025, 0.158, 0.111, 0.037, 0.027, 0.091, 0.090, -0.100, 0.082, 0.077, -0.500, 0.065, -0.029, -0.102, 0.087, -0.288, 0.111, -0.122, -0.225, 0.106, -0.163, -0.085, 0.558, 0.031, 0.085, 0.091, -0.395, 0.041, -0.415, 0.107, 0.058, 0.059, 0.060, 0.560, 0.091, -0.540, 0.060, -0.241, -0.488, 0.046, 0.079, -0.132, 0.042, 0.018, -0.159]
}



(2)
{
  "formula": "C28H53IN8O9",
  "method": "ωB97M-V/def2-TZVPD",
  "e_above_lowest_kcal_mol": 116.8,
  "smiles": "CC(=O)OC[C@](C#N)(OCCNC[C@@H](C)O)[C@](I)(C#N)CC(=O)N(C)C.CN(C)C=O.CN(C)C=O.CN(C)C=O.CN(C)C=O",
  "largest_force_ha_per_bohr": 0.1421,
  "homo_ev": -8.6,
  "mol_weight_g_mol": 772.7,
  "elements": ["H", "H", "H", "H", "H", "H", "H", "C", "C", "C", "H", "C", "H", "H", "H", "H", "O", "H", "O", "H", "C", "C", "N", "C", "H", "C", "H", "C", "H", "H", "H", "C", "H", "C", "H", "C", "H", "H", "N", "N", "C", "H", "C", "O", "C", "O", "O", "I", "H", "C", "O", "N", "O", "H", "C", "C", "H", "H", "H", "H", "H", "H", "C", "O", "H", "C", "N", "H", "H", "H", "H", "H", "H", "C", "H", "H", "H", "C", "N", "O", "H", "C", "H", "C", "C", "C", "H", "H", "C", "H", "H", "N", "H", "H", "N", "H", "C", "H", "H"],
  "positions_angstrom": [[1.277, 5.813, 4.130], [1.840, 4.069, -2.002], [-0.064, -1.963, 0.671], [4.106, -2.834, -3.422], [1.678, -2.600, 0.950], [-3.074, -2.001, -6.888], [2.773, 3.397, 6.367], [-1.524, -4.253, 0.649], [2.450, 4.237, 5.750], [0.069, -4.188, 1.052], [3.266, 4.526, 5.083], [0.587, -2.670, 1.315], [-3.353, -3.848, 1.879], [-2.365, 4.801, 2.238], [0.784, 1.228, 2.552], [-1.265, 0.715, -0.269], [-0.247, 2.283, 4.371], [0.278, 0.112, 1.136], [-3.924, 2.987, -0.697], [2.372, 5.379, -0.912], [3.541, 3.799, 0.708], [-3.173, -1.186, -1.555], [0.257, -5.392, 3.622], [-1.739, -4.206, -0.928], [-2.616, -0.672, -2.435], [-0.037, -1.604, -6.100], [0.771, 4.619, -0.694], [3.268, -5.318, -0.636], [-3.091, 0.963, -0.373], [1.874, -2.590, -1.403], [2.025, -4.724, -2.240], [-1.576, -2.909, -4.751], [-5.086, 5.504, -0.674], [0.725, 2.643, 5.013], [4.358, 4.087, 0.041], [0.719, 4.878, 4.068], [3.433, -2.818, -0.423], [-2.121, -0.518, -7.135], [1.292, 3.883, 4.954], [2.921, -4.461, -1.807], [2.962, -2.996, -1.466], [3.862, 2.957, 1.324], [-2.443, -3.236, 1.499], [2.214, -0.881, 3.428], [-3.293, 5.316, 1.981], [0.861, -4.863, 0.057], [0.844, 1.849, -0.676], [-2.166, -6.290, 1.265], [2.146, -6.304, 1.093], [1.815, 2.208, -0.033], [4.968, -1.532, -1.894], [-3.949, 4.675, 0.860], [-4.278, -1.710, 0.905], [2.600, -4.536, 1.351], [-3.425, 3.574, 0.248], [-2.279, 0.297, 0.118], [3.284, 4.640, 1.357], [-3.503, -2.263, -1.819], [2.193, 5.079, 6.398], [-1.135, -3.857, -5.070], [-3.042, -0.736, -5.628], [2.326, 1.529, 0.669], [2.858, -0.908, -3.037], [0.953, -2.118, -5.610], [0.746, 4.501, 3.042], [-2.455, -1.247, -6.395], [-1.327, -1.903, -5.766], [3.174, -0.525, -4.083], [3.431, -6.398, -1.032], [3.011, -0.038, -2.305], [-0.322, 5.052, 4.351], [-3.066, 6.352, 1.716], [4.299, -4.954, -0.249], [2.158, -5.268, 0.567], [-0.800, 0.211, 2.721], [-2.648, -3.039, -4.593], [-1.103, -2.599, -3.818], [0.153, -4.922, 2.510], [2.384, 3.447, -0.090], [0.577, -2.356, 2.737], [-5.978, 4.455, 0.448], [-5.202, 5.221, 0.375], [0.040, -0.829, -6.879], [3.799, -2.136, -2.550], [1.813, 4.444, -0.975], [1.086, -1.018, 2.872], [-1.944, -2.807, 2.440], [4.629, -1.041, -1.104], [-3.049, -2.002, 0.670], [-2.382, 0.456, 1.256], [1.745, -1.200, -3.054], [-2.317, -1.145, -0.296], [-5.492, 6.095, 0.961], [-4.162, -0.592, -1.424], [-1.645, -4.027, -2.128], [1.236, 1.965, 5.715], [0.272, 0.242, 2.291], [-2.473, 3.243, 0.695], [-3.963, 5.298, 2.845]],
  "lowdin_charge": [0.089, 0.096, 0.134, 0.157, 0.126, 0.088, 0.088, -0.602, -0.058, -0.380, 0.087, -0.101, 0.092, 0.076, 0.074, 0.085, -0.006, 0.070, 0.003, 0.088, -0.059, -0.111, 0.156, -0.162, 0.107, -0.340, 0.090, -0.179, 0.073, 0.116, 0.111, -0.088, 0.093, -0.325, 0.091, -0.048, 0.121, 0.082, -0.201, -0.086, -0.178, 0.087, -0.109, 0.057, -0.060, -0.139, 0.002, 0.992, 0.141, -0.346, -0.113, -0.202, 0.035, 0.134, -0.332, -0.105, 0.082, 0.084, 0.090, 0.092, 0.085, 0.127, -0.068, -0.001, 0.082, -0.065, -0.201, 0.089, 0.123, 0.068, 0.089, 0.088, 0.131, -0.164, 0.098, 0.081, 0.046, -0.250, -0.198, -0.081, 0.095, -0.045, 0.129, -0.336, -0.041, -0.363, 0.143, 0.084, -0.324, 0.095, 0.070, -0.177, 0.086, 0.102, 0.187, 0.140, -0.004, 0.130, 0.091]
}



| no. | gap between HOMO and LUMO (eV) | LUMO energy (eV) | electronic energy (eV) |
| --- | --- | --- | --- |
| 1 | 6.07 | -0.461 | -96410.4765 |
| 2 | 8.06 | -0.502 | -68336.7252 |